{
  "formula": "C24H36Ir",
  "method": "ωB97M-V/def2-TZVPD",
  "homo_lumo_gap_ev": [6.91, 6.95],
  "spin_multiplicity": 2,
  "total_charge": 2,
  "relative_energy_kj_mol": 0.0,
  "total_energy_ev": -28294.60544,
  "homo_ev": [-15.39, -16.73],
  "species": ["Ir", "C", "C", "C", "C", "C", "C", "C", "C", "C", "C", "C", "C", "C", "C", "C", "C", "C", "H", "H", "H", "H", "H", "H", "H", "H", "H", "H", "H", "H", "H", "H", "H", "H", "H", "H", "H", "H", "H", "H", "H", "H", "H", "H", "H", "H", "H", "C", "C", "C", "C", "C", "C", "C", "H", "H", "H", "H", "H", "H", "H"],
  "xyz": [[0.212, 0.505, 0.387], [-0.024, 2.495, 1.172], [-1.337, 2.101, 0.780], [-1.598, 0.863, 1.525], [-0.469, 0.658, 2.417], [0.500, 1.678, 2.242], [1.758, 1.916, 3.012], [2.311, 0.611, 3.579], [2.806, 2.627, 2.157], [1.327, 2.833, 4.183], [-2.794, -0.098, 1.598], [-2.552, -1.121, 2.716], [-3.025, -0.904, 0.319], [-4.038, 0.706, 2.003], [-2.123, 2.954, -0.198], [-1.148, 3.774, -1.057], [-2.925, 3.941, 0.682], [-3.052, 2.215, -1.158], [0.520, 3.339, 0.781], [-0.391, -0.148, 3.122], [2.610, -0.080, 2.790], [1.594, 0.114, 4.231], [3.194, 0.824, 4.179], [3.048, 2.054, 1.256], [3.724, 2.736, 2.731], [2.489, 3.629, 1.868], [0.601, 2.341, 4.828], [0.902, 3.770, 3.822], [2.203, 3.073, 4.783], [-1.681, -1.746, 2.516], [-3.412, -1.786, 2.783], [-2.440, -0.643, 3.688], [-2.187, -1.581, 0.146], [-3.173, -0.297, -0.565], [-3.912, -1.523, 0.452], [-3.854, 1.285, 2.909], [-4.853, 0.015, 2.219], [-4.377, 1.376, 1.221], [-0.622, 4.534, -0.483], [-1.715, 4.300, -1.823], [-0.419, 3.132, -1.561], [-2.266, 4.515, 1.334], [-3.670, 3.445, 1.295], [-3.438, 4.643, 0.024], [-2.494, 1.517, -1.786], [-3.519, 2.945, -1.817], [-3.854, 1.684, -0.659], [1.529, -1.295, 0.371], [1.128, -0.893, -0.948], [1.649, 0.338, -1.487], [1.094, 0.884, -2.640], [0.032, 0.253, -3.288], [-0.502, -0.922, -2.773], [0.005, -1.477, -1.610], [2.488, -0.962, 0.747], [1.148, -2.215, 0.792], [2.557, 0.762, -1.070], [1.521, 1.784, -3.062], [-0.366, 0.674, -4.201], [-1.317, -1.413, -3.287], [-0.412, -2.388, -1.202]]
}